Record 1
The following is a DFT calculation (wB97M-V/def2-TZVPD) of C28H30InNO as an isolated structure.

Calculated total energy   -1404.987426 a.u.
LUMO level   0.013 eV
Gap between HOMO and LUMO   0.27415 Ha
2S+1   1

Geometry (Å):
1 C 2.42 0.08 1.63
2 C 2.75 -0.51 0.38
3 C 2.43 0.38 -0.66
4 H 3.24 -1.49 0.25
5 C 1.89 1.58 -0.08
6 C 1.91 1.40 1.36
7 H 1.73 2.52 -0.60
8 C -1.22 -1.77 1.46
9 C -0.26 -2.61 0.81
10 C -0.48 -2.53 -0.58
11 H 0.47 -3.23 1.32
12 C -1.60 -1.70 -0.84
13 C -2.05 -1.20 0.42
14 H 2.62 0.24 -1.72
15 H 1.76 2.20 2.09
16 H 2.66 -0.32 2.62
17 H -2.97 -0.65 0.57
18 H 0.08 -3.09 -1.34
19 H -1.44 -1.72 2.52
20 In -0.09 0.36 0.77
21 C -2.33 -1.49 -2.15
22 C -3.71 -2.16 -2.00
23 C -1.59 -2.19 -3.30
24 H -3.62 -3.22 -1.70
25 H -4.26 -2.12 -2.95
26 H -4.32 -1.65 -1.23
27 H -1.52 -3.27 -3.11
28 H -0.58 -1.79 -3.42
29 H -2.14 -2.05 -4.23
30 C -2.54 0.02 -2.50
31 C -1.32 0.82 -2.92
32 H -2.99 0.50 -1.63
33 H -3.28 0.05 -3.31
34 O -0.33 0.96 -2.18
35 N -1.33 1.43 -4.14
36 C -0.34 2.51 -4.30
37 H -2.20 1.51 -4.67
38 C 1.06 1.96 -4.46
39 C 2.17 2.61 -3.90
40 H 2.01 3.52 -3.30
41 C 3.45 2.10 -4.12
42 H 4.32 2.62 -3.70
43 C 3.64 0.95 -4.90
44 H 4.65 0.56 -5.08
45 C 2.52 0.30 -5.45
46 H 2.64 -0.60 -6.05
47 C 1.23 0.81 -5.23
48 H 0.35 0.32 -5.65
49 H -0.36 3.17 -3.42
50 H -0.62 3.10 -5.19
51 C -3.31 3.29 3.03
52 C -2.37 2.45 3.64
53 C -1.51 1.69 2.84
54 C -1.61 1.78 1.46
55 C -2.51 2.62 0.82
56 C -3.39 3.38 1.64
57 H -3.98 3.88 3.67
58 H -2.29 2.36 4.73
59 H -0.77 1.02 3.31
60 H -2.56 2.71 -0.27
61 H -4.13 4.04 1.18

***

Record 2
The following is a DFT calculation (wB97M-V/def2-TZVPD) of one molecule with the formula C8H6N2O2.

Calculated total energy   -568.320686 a.u.
LUMO level   -2.305 eV
Structure (SMILES)   O=C1N=NC(=O)[C@@H]2C=CC=C[C@H]12
Gap between HOMO and LUMO   0.24149 Ha
2S+1   1
Energy above the lowest of the compared OMol25 structures with the same formula, charge and spin   4.398 eV

Geometry (Å):
1 O 2.27 1.05 1.31
2 C 1.70 0.83 0.28
3 N 1.81 1.75 -0.78
4 N 1.15 1.63 -1.89
5 C 0.27 0.57 -2.14
6 O -0.19 0.38 -3.24
7 C -0.21 -0.32 -0.98
8 C -1.46 0.27 -0.36
9 C -1.82 -0.02 0.95
10 C -0.93 -0.79 1.79
11 C 0.38 -1.04 1.37
12 C 0.93 -0.49 0.09
13 H -0.45 -1.31 -1.39
14 H -2.07 0.92 -1.01
15 H -2.77 0.33 1.40
16 H -1.31 -1.05 2.74
17 H 1.01 -1.52 2.11
18 H 1.69 -1.17 -0.26

***

Record 3
The following is a DFT calculation (wB97M-V/def2-TZVPD) of C4H6LiO2Tm as an isolated structure.

Calculated total energy   -1398.717864 a.u.
LUMO level (alpha / beta)   -4.599 / -5.313 eV
<S²>   3.770
Gap between HOMO and LUMO (alpha / beta)   0.18847 / 0.16046 Ha
Charge   +1
2S+1   4
Energy above the lowest of the compared OMol25 structures with the same formula, charge and spin   3.398 eV

Geometry (Å):
1 O -2.77 0.24 -0.90
2 C -2.05 -0.19 -1.98
3 C -1.22 0.72 -2.59
4 Tm -1.58 -1.97 1.28
5 Li -0.39 1.49 1.80
6 H -1.14 1.76 -2.23
7 H -0.76 0.51 -3.55
8 C 1.44 -0.29 1.66
9 C 1.38 0.27 0.44
10 O 0.83 -1.46 2.01
11 H 2.06 0.09 2.47
12 H 0.80 -0.05 -0.42
13 H 2.03 1.12 0.25
14 H 1.36 -2.23 1.76

***

Record 4
The following is a DFT calculation (wB97M-V/def2-TZVPD) of a 3-piece molecular cluster, C32H54O11P2 overall.

Calculated total energy   -2762.046933 a.u.
LUMO level   -0.782 eV
Structure (SMILES)   C=CC1=CC(=O)c2c(c(CC)cc(COC)c2[C@H](C)CC)C1=O.CCOP(=O)(OCC)OCC.CCOP(=O)(OCC)OCC
Gap between HOMO and LUMO   0.30414 Ha
2S+1   1

Geometry (Å):
1 C 4.87 -5.03 0.73
2 C 4.55 -5.21 -0.57
3 C 3.10 -5.22 -0.92
4 C 2.61 -4.30 -1.74
5 C 1.16 -4.37 -2.09
6 O 0.82 -4.11 -3.22
7 C 0.23 -4.81 -1.00
8 C 0.75 -5.78 -0.13
9 C 0.00 -6.31 0.93
10 C 0.54 -7.31 1.91
11 C 0.26 -8.79 1.53
12 C -1.31 -5.84 1.04
13 C -1.84 -4.88 0.19
14 C -3.29 -4.49 0.46
15 O -3.51 -3.33 1.25
16 C -2.47 -3.02 2.16
17 C -1.08 -4.31 -0.85
18 C -1.57 -3.23 -1.81
19 C -2.34 -2.06 -1.17
20 C -2.32 -3.83 -3.03
21 C -1.96 -3.07 -4.33
22 C 2.17 -6.26 -0.34
23 O 2.55 -7.38 -0.11
24 H 5.58 -4.26 1.00
25 H 4.35 -5.65 1.46
26 H 5.30 -5.34 -1.35
27 H 3.21 -3.53 -2.22
28 H 1.62 -7.19 2.00
29 H 0.15 -7.15 2.92
30 H -0.56 -9.16 2.15
31 H 1.13 -9.41 1.76
32 H 0.01 -8.93 0.48
33 H -1.91 -6.24 1.85
34 H -3.76 -5.34 0.97
35 H -3.81 -4.41 -0.50
36 H -2.89 -2.28 2.86
37 H -2.14 -3.87 2.77
38 H -1.65 -2.52 1.64
39 H -0.67 -2.77 -2.23
40 H -3.37 -2.34 -0.94
41 H -1.84 -1.65 -0.29
42 H -2.42 -1.24 -1.90
43 H -1.88 -4.82 -3.16
44 H -3.40 -3.87 -2.87
45 H -0.96 -2.65 -4.29
46 H -1.95 -3.78 -5.16
47 H -2.67 -2.27 -4.54
48 C 1.11 -1.86 0.30
49 C 2.46 -1.55 0.93
50 O 2.67 -0.14 1.08
51 P 1.68 0.70 2.06
52 O 1.87 0.09 3.40
53 O 2.54 2.08 2.26
54 C 2.56 2.74 3.53
55 C 3.92 2.57 4.17
56 O 0.75 1.34 0.90
57 C 1.20 2.28 -0.09
58 C 1.77 1.61 -1.32
59 H 0.29 -1.56 0.95
60 H 1.02 -2.93 0.11
61 H 0.99 -1.32 -0.64
62 H 2.55 -2.04 1.90
63 H 3.26 -1.92 0.29
64 H 1.77 2.37 4.18
65 H 2.37 3.80 3.34
66 H 4.19 1.51 4.24
67 H 3.93 2.99 5.18
68 H 4.69 3.06 3.58
69 H 1.89 3.01 0.31
70 H 0.30 2.83 -0.38
71 H 2.77 1.22 -1.14
72 H 1.84 2.34 -2.13
73 H 1.14 0.78 -1.65
74 C -1.52 4.93 0.90
75 C -2.39 5.28 -0.29
76 O -2.36 6.68 -0.58
77 P -0.95 7.36 -1.03
78 O -0.57 6.65 -2.28
79 O -1.48 8.78 -1.67
80 C -0.85 9.32 -2.84
81 C -1.77 9.19 -4.03
82 O -0.59 8.04 0.39
83 C -1.34 9.09 1.02
84 C -2.49 8.58 1.87
85 H -0.46 5.11 0.68
86 H -1.64 3.87 1.16
87 H -1.78 5.53 1.77
88 H -2.08 4.72 -1.18
89 H -3.42 5.03 -0.09
90 H 0.11 8.84 -3.03
91 H -0.65 10.38 -2.63
92 H -2.09 8.15 -4.17
93 H -1.27 9.52 -4.94
94 H -2.67 9.78 -3.88
95 H -1.69 9.83 0.30
96 H -0.63 9.60 1.66
97 H -3.32 8.24 1.26
98 H -2.85 9.38 2.51
99 H -2.17 7.74 2.49

***

Record 5
The following is a DFT calculation (wB97M-V/def2-TZVPD) of a 6-piece molecular cluster, CH16NO5 overall.

Calculated total energy   -478.448986 a.u.
LUMO level   -2.791 eV
Gap between HOMO and LUMO   0.44657 Ha
Charge   +1
2S+1   1
Energy above the lowest of the compared OMol25 structures with the same formula, charge and spin   0.427 eV

Geometry (Å):
1 C 0.62 2.54 0.09
2 N 0.12 1.69 -1.02
3 H 0.20 3.54 0.13
4 H 0.46 2.03 1.04
5 H 1.72 2.64 0.06
6 H 0.94 1.08 -1.28
7 H 0.04 2.25 -1.89
8 H -0.78 1.27 -0.80
9 H -2.57 -0.70 -0.12
10 H -3.27 0.34 0.74
11 O -2.39 0.05 0.48
12 H 2.00 -2.66 0.79
13 H 0.78 -1.84 1.27
14 O 1.27 -2.10 0.45
15 H 1.89 -0.70 -0.66
16 H 2.78 -0.36 -1.89
17 O 2.10 0.00 -1.32
18 H -1.49 -2.71 -1.57
19 H -0.73 -1.93 -0.43
20 O -1.38 -1.84 -1.17
21 H -0.64 -1.17 3.12
22 H -1.18 -0.44 1.79
23 O -0.48 -0.98 2.19

***

Record 6
The following is a DFT calculation (wB97M-V/def2-TZVPD) of an isolated ion of composition C5H10N3 and charge +1.

Calculated total energy   -360.239344 a.u.
LUMO level (alpha / beta)   -5.238 / -5.239 eV
Gap between HOMO and LUMO (alpha / beta)   0.25227 / 0.25212 Ha
Charge   +1
2S+1   1
Energy above the lowest of the compared OMol25 structures with the same formula, charge and spin   9.136 eV

Geometry (Å):
1 C 0.43 1.85 0.10
2 C -1.69 0.32 -0.35
3 C 0.52 -0.54 -0.03
4 C -3.01 0.47 0.11
5 C 1.32 -1.70 -0.03
6 N 1.04 0.74 -0.07
7 N -0.84 -0.64 -0.12
8 N 2.51 0.76 -0.07
9 H 0.51 2.73 -0.46
10 H -3.62 0.67 -0.74
11 H -3.58 -0.42 0.68
12 H -3.13 1.41 0.74
13 H 0.74 -2.48 0.01
14 H 1.86 -1.87 -0.99
15 H 2.07 -1.56 0.81
16 H -1.06 -1.77 -0.08
17 H 2.92 1.67 -0.29
18 H 3.00 0.36 0.78

***

Record 7
The following is a DFT calculation (wB97M-V/def2-TZVPD) of a 9-piece molecular cluster, C12H32F12N7O13P2 overall.

Calculated total energy   -3718.907564 a.u.
LUMO level   0.027 eV
Gap between HOMO and LUMO   0.18790 Ha
Charge   -1
2S+1   1

Geometry (Å):
1 C -3.36 3.68 3.10
2 C -1.97 2.96 3.15
3 O -1.03 3.45 2.51
4 N -1.81 1.64 3.96
5 H -2.64 1.50 4.52
6 H -1.76 0.79 3.42
7 C -0.56 1.72 4.90
8 H -4.03 3.11 2.45
9 H -3.19 4.60 2.53
10 H -3.76 3.81 4.10
11 H -0.48 0.73 5.34
12 H -0.70 2.47 5.68
13 H 0.34 1.98 4.34
14 C 3.12 1.26 0.55
15 C 2.14 0.75 1.57
16 O 2.03 1.24 2.71
17 N 1.17 -0.28 1.02
18 H 1.76 -0.87 0.45
19 H 0.87 -0.88 1.78
20 C -0.07 0.28 0.30
21 H 3.80 2.04 0.88
22 H 2.60 1.77 -0.27
23 H 3.70 0.42 0.16
24 H -0.49 -0.64 -0.11
25 H 0.09 0.93 -0.56
26 H -0.71 0.69 1.08
27 C -0.02 -3.41 -1.32
28 C -0.27 -4.72 -0.58
29 O 0.55 -5.56 -0.38
30 N -1.67 -5.05 0.03
31 H -2.40 -5.10 -0.67
32 H -1.67 -5.98 0.41
33 C -2.11 -4.07 1.12
34 H 0.34 -2.66 -0.62
35 H -0.83 -3.01 -1.93
36 H 0.86 -3.64 -1.92
37 H -3.18 -4.23 1.21
38 H -1.90 -3.06 0.75
39 H -1.57 -4.13 2.07
40 C -3.97 0.07 -2.63
41 C -2.52 -0.39 -2.69
42 O -1.96 -0.90 -1.75
43 N -1.79 -0.09 -4.00
44 H -2.33 0.60 -4.51
45 H -0.91 0.36 -3.82
46 C -1.57 -1.33 -4.86
47 H -3.87 1.14 -2.86
48 H -4.34 0.07 -1.60
49 H -4.63 -0.33 -3.41
50 H -0.91 -1.97 -4.28
51 H -1.12 -0.99 -5.80
52 H -2.51 -1.87 -4.97
53 P -2.00 3.52 -1.06
54 F -2.65 2.18 -0.48
55 F -1.33 2.73 -2.38
56 F -3.28 3.98 -1.96
57 F -1.36 4.87 -1.76
58 F -2.65 4.44 0.19
59 F -0.67 3.34 -0.14
60 P 6.77 2.39 -0.43
61 F 5.50 3.35 -0.50
62 F 7.70 3.53 0.30
63 F 6.37 1.77 1.07
64 F 8.04 1.37 -0.55
65 F 5.76 1.20 -1.03
66 F 7.09 2.94 -1.93
67 N 3.08 -3.35 -0.13
68 O 3.36 -2.16 -0.25
69 O 2.66 -3.75 0.92
70 O 3.21 -4.09 -1.12
71 N 1.82 0.16 -3.30
72 O 3.02 0.43 -3.03
73 O 1.28 -0.66 -2.58
74 O 1.23 0.76 -4.18
75 N -0.45 -1.97 3.48
76 O -0.75 -2.65 4.40
77 O 0.55 -2.25 2.78
78 O -1.04 -0.95 3.16

***

Record 8
The following is a DFT calculation (wB97M-V/def2-TZVPD) of C28H79AsCl10F6O30P7 as an isolated structure.

Calculated total energy   -13198.693094 a.u.
LUMO level   1.980 eV
Gap between HOMO and LUMO   0.35406 Ha
Charge   -1
2S+1   1

Geometry (Å):
1 As 17.62 -16.57 35.72
2 F 16.25 -16.05 34.75
3 F 18.48 -15.14 35.01
4 F 19.08 -17.03 36.61
5 F 16.71 -17.88 36.41
6 F 18.07 -17.59 34.33
7 F 17.18 -15.47 37.01
8 C 9.50 -15.26 35.50
9 O 9.41 -15.35 34.09
10 P 10.56 -15.98 33.21
11 O 10.67 -17.45 33.34
12 O 10.23 -15.51 31.69
13 C 10.18 -14.12 31.41
14 O 11.87 -15.15 33.66
15 C 13.16 -15.54 33.29
16 H 10.46 -15.62 35.86
17 H 8.71 -15.81 36.03
18 H 9.33 -14.24 35.84
19 H 11.01 -13.77 30.79
20 H 10.11 -13.47 32.28
21 H 9.28 -13.91 30.82
22 H 13.81 -15.71 34.15
23 H 13.65 -14.89 32.56
24 H 13.09 -16.52 32.81
25 C 20.79 -17.44 33.28
26 O 22.06 -16.85 33.11
27 P 23.36 -17.56 33.73
28 O 24.66 -17.03 33.28
29 O 23.09 -17.43 35.31
30 C 24.09 -17.62 36.30
31 O 23.20 -19.13 33.43
32 C 23.39 -19.69 32.14
33 H 20.10 -16.69 33.66
34 H 20.80 -18.21 34.06
35 H 20.28 -17.78 32.38
36 H 24.01 -18.63 36.68
37 H 24.04 -16.87 37.10
38 H 25.10 -17.44 35.91
39 H 24.45 -19.87 31.96
40 H 23.02 -19.08 31.31
41 H 22.84 -20.63 32.17
42 C 15.81 -13.08 38.92
43 O 14.53 -12.77 39.48
44 P 14.43 -11.66 40.63
45 O 13.04 -11.29 40.91
46 O 15.18 -12.35 41.86
47 C 14.52 -13.27 42.74
48 O 15.48 -10.53 40.24
49 C 15.28 -9.85 38.99
50 H 15.70 -13.90 38.20
51 H 16.49 -13.47 39.68
52 H 16.22 -12.24 38.36
53 H 15.14 -14.13 42.95
54 H 13.59 -13.54 42.25
55 H 14.20 -12.78 43.66
56 H 15.13 -8.81 39.27
57 H 14.47 -10.23 38.37
58 H 16.19 -9.92 38.39
59 C 16.24 -23.65 38.93
60 O 15.96 -23.98 37.56
61 P 14.88 -23.12 36.72
62 O 13.55 -22.88 37.30
63 O 15.72 -21.77 36.31
64 C 15.44 -20.52 36.88
65 O 14.89 -23.93 35.35
66 C 14.63 -23.35 34.09
67 H 15.79 -22.70 39.21
68 H 17.32 -23.73 39.08
69 H 15.81 -24.52 39.43
70 H 15.28 -19.79 36.09
71 H 16.19 -20.14 37.57
72 H 14.45 -20.46 37.37
73 H 14.90 -22.29 34.00
74 H 13.55 -23.36 33.89
75 H 15.19 -23.82 33.28
76 C 18.72 -18.41 29.41
77 O 19.66 -17.56 30.10
78 P 19.47 -15.98 30.00
79 O 20.54 -15.16 30.59
80 O 19.21 -15.68 28.45
81 C 20.30 -15.70 27.54
82 O 18.01 -15.81 30.62
83 C 17.72 -15.20 31.89
84 H 18.31 -19.18 30.05
85 H 19.19 -18.83 28.52
86 H 17.86 -17.83 29.04
87 H 21.24 -15.71 28.09
88 H 20.33 -14.83 26.88
89 H 20.31 -16.53 26.84
90 H 17.41 -15.96 32.61
91 H 16.83 -14.57 31.85
92 H 18.63 -14.76 32.29
93 C 17.98 -14.91 44.06
94 O 18.02 -15.22 42.66
95 P 19.03 -16.37 42.20
96 O 18.87 -17.70 42.82
97 O 20.48 -15.72 42.40
98 C 21.47 -16.41 43.12
99 O 18.85 -16.37 40.61
100 C 17.53 -16.65 40.12
101 H 16.92 -14.84 44.33
102 H 18.38 -13.95 44.38
103 H 18.33 -15.74 44.68
104 H 22.31 -15.72 43.21
105 H 21.83 -17.34 42.67
106 H 21.15 -16.58 44.14
107 H 17.28 -15.89 39.38
108 H 16.74 -16.61 40.87
109 H 17.51 -17.63 39.64
110 C 20.91 -24.39 31.19
111 O 20.49 -23.11 31.65
112 P 18.94 -22.85 32.03
113 O 17.97 -23.63 31.25
114 O 18.88 -23.04 33.62
115 C 18.52 -24.34 34.12
116 O 18.76 -21.28 31.86
117 C 19.59 -20.32 32.49
118 H 20.97 -24.43 30.11
119 H 20.25 -25.22 31.47
120 H 21.85 -24.64 31.68
121 H 18.25 -24.97 33.28
122 H 17.77 -24.15 34.89
123 H 19.37 -24.84 34.58
124 H 20.47 -20.75 32.97
125 H 19.05 -19.76 33.24
126 H 19.98 -19.59 31.78
127 C 21.82 -14.13 35.23
128 C 21.17 -13.62 33.95
129 O 19.87 -13.04 34.09
130 O 22.34 -13.07 36.00
131 H 22.61 -14.85 35.00
132 H 20.98 -14.53 35.80
133 H 21.05 -14.46 33.26
134 H 21.89 -12.99 33.43
135 H 19.25 -13.70 34.42
136 H 22.98 -12.61 35.45
137 C 19.26 -12.75 37.40
138 Cl 19.32 -13.41 39.04
139 Cl 18.81 -11.01 37.34
140 H 20.16 -12.97 36.84
141 H 18.50 -13.31 36.87
142 C 14.09 -17.50 38.31
143 Cl 13.09 -17.16 36.90
144 Cl 13.56 -16.56 39.78
145 H 14.07 -18.55 38.58
146 H 15.11 -17.19 38.09
147 C 21.38 -16.62 38.40
148 Cl 22.56 -15.45 39.03
149 Cl 21.29 -18.06 39.41
150 H 20.41 -16.16 38.50
151 H 21.62 -16.89 37.38
152 C 15.50 -18.23 33.17
153 Cl 15.99 -19.94 33.28
154 Cl 15.32 -17.70 31.50
155 H 14.51 -18.20 33.64
156 H 16.14 -17.54 33.71
157 C 19.48 -20.51 36.30
158 Cl 21.26 -20.49 36.07
159 Cl 18.93 -22.09 36.88
160 H 19.22 -19.81 37.09
161 H 19.09 -20.41 35.30